Model one:
Entry from OMol25: 8 unconnected molecules or ions with the total composition C6H25NO8 (ωB97M-V with the def2-TZVPD basis set).

Atoms and positions in Å:
O  1.60070  -1.56680  0.14132
C  0.38600  -1.71401  -0.04413
N  -0.10756  -1.62711  -1.28233
C  -1.53096  -1.57732  -1.66814
C  -2.34337  -0.83782  -0.57741
C  -3.23021  -1.72475  0.24750
C  -3.86560  -2.79976  -0.18448
C  -1.69296  -1.03627  -3.07846
H  -0.21107  -2.16022  0.75611
H  0.54440  -1.37606  -1.99352
H  -1.80691  -2.62383  -1.82745
H  -1.64733  -0.28432  0.05329
H  -2.73781  -0.00852  -1.15456
H  -3.06975  -1.54179  1.30534
H  -4.08344  -2.99142  -1.23108
H  -4.50178  -3.42563  0.42811
H  -2.74414  -0.88436  -3.33118
H  -1.15499  -0.09026  -3.18504
H  -1.50267  -1.75438  -3.87274
H  1.52428  0.03996  5.08548
H  1.13251  -0.28553  3.61860
O  0.87674  -0.40069  4.53967
H  2.40958  -0.46440  -0.93096
H  3.06745  0.22734  -2.17483
O  2.81696  0.36263  -1.26137
H  1.64696  3.67580  2.99072
H  3.08238  3.79991  2.64002
O  2.28677  4.32308  2.66730
H  0.23609  1.92105  1.87363
H  1.52202  2.09614  1.06904
O  1.05139  1.46640  1.63307
H  3.29021  0.13569  1.74518
H  2.79718  -1.24264  1.48055
O  3.48606  -0.77573  1.97974
H  2.08919  3.57966  -1.37456
H  2.21970  2.07441  -1.36851
O  1.54428  2.78310  -1.39995
H  -0.57761  2.72567  -0.60326
H  -1.30662  1.53075  -0.96617
O  -1.49608  2.45207  -0.74457

The value obtained for the LUMO energy is 0.239 eV. Its spin multiplicity is 1. The HOMO energy is -10.3 eV. As for the structure (SMILES): C=CC[C@@H](C)NC=O.O.O.O.O.O.O.O. Its charge is 0.

=====

Model two:
Entry from OMol25: 8 unconnected molecules or ions with the total composition C6H25NO8 (ωB97M-V with the def2-TZVPD basis set).

Atoms and positions in Å:
C  -1.30511  1.18927  1.03204
N  -1.63664  2.58531  0.46924
C  -0.73418  3.54957  0.80524
O  -0.52503  4.58460  0.21912
C  -1.04229  0.27918  -0.28429
C  0.00105  -0.77936  0.14471
C  -0.73146  -2.04307  0.76273
C  -0.04320  -2.69645  1.67106
H  -2.01688  1.10104  1.82979
H  -0.33663  1.31453  1.57476
H  -2.17477  2.58724  -0.38112
H  -0.14574  3.25324  1.73156
H  -0.62089  1.05022  -0.91281
H  -1.88000  -0.09379  -0.85496
H  0.64210  -0.19310  0.80520
H  0.62780  -0.99312  -0.72507
H  -1.72773  -2.21520  0.42849
H  1.02870  -2.67040  1.68610
H  -0.26431  -3.51731  2.33462
H  -1.94654  2.01829  -1.86712
H  -2.45726  1.78105  -3.29061
O  -2.05302  1.33727  -2.53507
H  -1.96725  -1.52100  -1.93503
H  -2.10899  -2.63126  -3.08465
O  -1.52802  -2.17967  -2.47331
H  -1.33721  -0.15997  4.00808
H  -2.77775  -0.05899  3.79215
O  -2.10530  0.28733  4.39075
H  3.24816  -0.69583  0.29996
H  2.56127  -1.97522  -0.37650
O  2.94924  -1.09599  -0.57382
H  0.69270  -2.85016  -1.83233
H  1.94808  -3.55397  -2.07657
O  1.30910  -3.43214  -1.36241
H  3.29362  1.37851  1.60378
H  3.08157  1.20833  0.09099
O  2.79742  0.86447  0.95713
H  2.85209  0.87833  -2.17271
H  3.51043  2.37241  -2.15129
O  2.92289  1.73583  -1.74784

The value obtained for the LUMO energy is 0.357 eV. Its spin multiplicity is 1. The HOMO energy is -9.4 eV. As for the structure (SMILES): C=CCCCNC=O.O.O.O.O.O.O.O. Its charge is 0.

=====

Stability check: which of them is least stable? model two.

=====

Model one:
Entry from OMol25: a molecular structure, C16H17N3O3 (ωB97M-V with the def2-TZVPD basis set).

Atoms and positions in Å:
C  -4.54258  -2.13316  0.49683
C  -3.46674  -1.68006  -0.35210
C  -2.23660  -0.88727  0.15099
N  -2.16437  0.28453  -0.48170
C  -1.45941  0.42018  -1.69960
O  -1.54450  1.60662  -2.02475
C  -0.66979  -0.63518  -1.95085
H  -1.03208  -1.48852  -2.16170
O  0.63337  -0.44231  -1.56306
C  1.07727  -1.54206  -0.68979
O  0.27204  -2.25352  -0.45420
C  2.27002  -1.18939  -0.22343
N  2.99512  -2.41013  0.47208
N  4.17738  -1.67408  0.99101
C  4.36573  -0.51048  0.37753
C  5.38597  0.33771  0.77969
C  5.38270  1.44539  0.11649
C  4.16370  1.92934  -0.56947
C  3.23425  1.24138  -0.86612
C  3.18540  -0.08387  -0.10061
H  2.20267  1.42086  -1.44145
H  4.04716  3.06316  -0.93572
H  6.15490  2.42615  0.20879
H  6.27255  0.12807  1.38138
H  4.76973  -2.17276  1.25864
H  -0.31259  -0.23329  -3.17571
C  -3.07347  1.17514  0.08031
C  -2.60953  1.93162  1.42249
C  -3.51846  1.75371  2.62087
H  -3.05828  2.06576  3.54999
H  -4.46565  1.61620  2.39169
H  -1.63781  2.03124  1.40699
H  -2.97830  2.25297  -0.57915
H  -4.13868  0.86922  0.07613
H  -1.55630  -1.68177  0.02488
H  -2.45253  -0.60776  1.29202
H  -3.63923  -1.75914  -1.59778
H  -5.45273  -2.61631  0.26620
H  -4.58032  -1.99818  1.50222

The value obtained for the LUMO energy is -0.767 eV. Its spin multiplicity is 1. The HOMO energy is -8.7 eV. Its charge is 0.

=====

Model two:
Entry from OMol25: a single C16H17N3O3 molecule (ωB97M-V with the def2-TZVPD basis set).

Atoms and positions in Å:
N  -3.28131  -1.80497  0.06772
C  -3.56078  -0.48536  0.04286
N  -2.79236  0.53520  0.14288
O  -1.40274  0.44259  0.32194
C  -0.79076  -0.37692  1.16214
O  -1.32157  -1.23231  1.83609
C  0.69949  -0.11494  1.19220
C  1.16387  1.05832  0.33686
C  2.68256  1.19954  0.38684
O  3.24364  0.04177  -0.19620
C  4.59813  -0.06628  -0.28236
C  5.50594  0.88628  0.16585
C  6.86586  0.66222  0.02131
C  7.33487  -0.49851  -0.56335
C  6.42989  -1.44943  -1.00997
C  5.07443  -1.23851  -0.87216
H  4.35646  -1.96710  -1.21481
H  6.78417  -2.36075  -1.46852
H  8.39602  -0.66336  -0.67145
H  7.56157  1.41016  0.37294
H  5.16965  1.80225  0.62606
H  3.02041  1.30135  1.42807
H  2.99101  2.09327  -0.17279
H  0.70826  1.98475  0.68627
H  0.86184  0.89785  -0.69796
H  1.19463  -1.02964  0.85662
H  0.97673  0.03372  2.23903
C  -4.98237  -0.15218  -0.22818
N  -5.81783  -1.18708  -0.23738
C  -7.09803  -0.96467  -0.46804
C  -7.62059  0.29853  -0.69923
C  -6.75031  1.37914  -0.68849
C  -5.40580  1.15570  -0.45037
H  -4.68086  1.95133  -0.43120
H  -7.11675  2.38010  -0.86428
H  -8.67552  0.43121  -0.88121
H  -7.73015  -1.84330  -0.46439
H  -4.10559  -2.39113  0.06594
H  -2.48612  -2.11882  0.61071

The value obtained for the LUMO energy is 0.507 eV. Its spin multiplicity is 1. The HOMO energy is -8.6 eV. As for the structure (SMILES): N/C(=N\OC(=O)CCCOc1ccccc1)c1ccccn1. Its charge is 0.

=====

Stability check: which of them is least stable? model one.

=====

Model one:
Entry from OMol25: a gas-phase ion, C3H7N4O (charge +1) (ωB97M-V with the def2-TZVPD basis set).

Atoms and positions in Å:
C  -0.48164  0.85409  1.71526
C  0.05958  -0.56709  1.38764
O  1.06323  -0.59896  0.33394
N  0.55662  -0.33215  -0.87574
C  1.16204  0.30939  -1.88908
N  0.32568  0.34709  -2.97975
N  -0.74945  -0.28224  -2.59709
N  -0.62585  -0.68451  -1.38127
H  0.28014  1.65145  1.63227
H  -1.35932  1.14880  1.10304
H  -0.81421  0.81929  2.77523
H  0.57463  -0.93283  2.29696
H  -0.80546  -1.23858  1.21777
H  2.17606  0.71847  -1.82400
H  -1.36204  -1.21221  -0.91517

The value obtained for the LUMO energy is -4.856 eV. Its spin multiplicity is 1. The HOMO energy is -16.1 eV. As for the structure (SMILES): CCOn1cnn[nH+]1. Its charge is +1.

=====

Model two:
Entry from OMol25: a gas-phase ion, C3H7N4O (charge +1) (ωB97M-V with the def2-TZVPD basis set).

Atoms and positions in Å:
C  -0.16923  0.87567  0.71669
C  -2.50661  -0.25301  -0.36821
C  1.89301  0.69292  -0.35957
N  0.91400  1.42804  0.36936
N  -0.45517  -0.42738  0.80267
N  -1.56798  -0.95090  0.42320
N  1.74490  -0.71353  -0.25373
O  -2.30814  0.87779  -0.68594
H  -0.94388  1.58574  1.02603
H  -3.37955  -0.85918  -0.62975
H  1.85877  1.03148  -1.40328
H  2.84885  1.04921  0.06182
H  -1.76331  -1.89462  0.75693
H  1.82914  -1.29664  -1.07303
H  2.00519  -1.14559  0.61681

The value obtained for the LUMO energy (alpha / beta) is -6.948 / -6.952 eV. Its spin multiplicity is 1. The HOMO energy (alpha / beta) is -14.4 / -14.4 eV. As for the structure (SMILES): NC/N=C\N=[NH+]/C=O. Its charge is +1.

=====

Stability check: which of them is least stable? model one.

=====

Model one:
Entry from OMol25: 2 unconnected molecules or ions with the total composition CH4NO2 (ωB97M-V with the def2-TZVPD basis set).

Atoms and positions in Å:
C  1.59455  -0.38184  -0.01843
N  -0.81833  0.41844  -0.02262
O  -2.94700  0.08160  0.05860
O  -1.79418  -0.35234  -0.03712
H  1.72382  -0.20265  1.04015
H  1.31742  -1.37024  -0.36396
H  1.89058  0.37325  -0.73382
H  -0.96685  1.43378  0.07720

The value obtained for the LUMO energy (alpha / beta) is -8.279 / -8.279 eV. Its spin multiplicity is 1. The HOMO energy (alpha / beta) is -16.3 / -16.3 eV. Its charge is +1.

=====

Model two:
Entry from OMol25: a gas-phase ion, CH4NO2 (charge +1) (ωB97M-V with the def2-TZVPD basis set).

Atoms and positions in Å:
C  -1.32521  -0.12912  -0.13242
N  0.06914  0.24063  -0.46793
O  2.29314  0.16819  -0.22487
O  0.96222  -0.10218  0.27614
H  -1.44049  0.78044  0.40170
H  -1.47822  -1.06422  0.52132
H  -1.98733  -0.18608  -0.90417
H  2.90676  0.29233  0.53023

The value obtained for the LUMO energy is -7.799 eV. Its spin multiplicity is 1. The HOMO energy is -18.1 eV. Its charge is +1.

=====

Model three:
Entry from OMol25: a gas-phase ion, CH4NO2 (charge +1) (ωB97M-V with the def2-TZVPD basis set).

Atoms and positions in Å:
C  -0.77697  0.04932  1.01036
N  0.21220  0.24709  0.09106
O  1.24183  -0.34834  -1.96485
O  0.27196  -0.41719  -0.96213
H  -1.53673  -0.70204  0.78802
H  -0.25504  -0.13933  1.96633
H  -1.20220  1.04897  1.21998
H  2.04494  0.26152  -2.14875

The value obtained for the LUMO energy is -7.767 eV. Its spin multiplicity is 1. The HOMO energy is -18.1 eV. Its charge is +1.

=====

Stability check: which of them is least stable? model one.